Entry 1:
# C7H13NO

A structure of composition C7H13NO (ωB97M-V with the def2-TZVPD basis set, the Open Molecules 2025 dataset).

Element x y z (Å)
C (-0.358, 0.172, 0.368)
C (1.085, -0.318, -1.523)
C (-0.223, 1.678, 0.334)
C (-3.135, -0.427, 0.227)
N (0.517, -0.665, -0.238)
C (-1.909, -0.396, -0.656)
C (1.837, -0.753, 1.029)
C (3.119, -0.522, 0.806)
O (-1.951, -0.676, -1.815)
H (-0.642, -0.177, 1.363)
H (1.460, -1.148, 1.967)
H (1.767, -1.116, -1.813)
H (0.301, -0.248, -2.276)
H (1.619, 0.637, -1.532)
H (-1.168, 2.135, 0.631)
H (0.548, 1.979, 1.043)
H (0.042, 2.052, -0.651)
H (-2.907, -0.981, 1.137)
H (-3.415, 0.592, 0.495)
H (-3.969, -0.908, -0.288)
H (3.892, -0.830, 1.504)
H (3.487, -0.079, -0.111)

Gap between HOMO and LUMO: 0.322 Eh
HOMO: -0.286 Ha
Lowest unoccupied orbital energy: 0.0360 Ha
Energy above the lowest of the compared OMol25 structures with the same formula, charge and spin: 97.3 kcal per mole
Strongest force on any atom: 6.8 eV/A

These are the Löwdin partial charges, in e, on atoms 1 to 8: atom 1 (C): -0.35, atom 2 (C): -0.12, atom 3 (C): -0.06, atom 4 (C): -0.04, atom 5 (N): -0.12, atom 6 (C): -0.30, atom 7 (C): -0.03, atom 8 (C): -0.03

Entry 2:
# C7H13NO

An isolated molecule of C7H13NO (ωB97M-V with the def2-TZVPD basis set, the Open Molecules 2025 dataset).

Element x y z (Å)
C (-2.374, 0.364, -0.559)
C (-1.331, -0.480, -0.801)
O (-1.520, -1.846, -0.936)
N (-0.203, 0.028, -1.542)
C (0.721, 0.417, -0.628)
C (1.643, 1.553, -0.915)
C (0.411, -0.187, 0.599)
C (0.705, -1.656, 0.799)
C (0.478, 0.639, 1.855)
H (-3.206, 0.023, 0.038)
H (-2.229, 1.427, -0.646)
H (-2.473, -1.991, -0.994)
H (-0.011, -0.284, -2.491)
H (1.776, 1.683, -1.989)
H (1.231, 2.483, -0.513)
H (2.608, 1.388, -0.434)
H (-0.103, -2.128, 1.365)
H (1.626, -1.777, 1.378)
H (0.794, -2.191, -0.144)
H (-0.091, 0.134, 2.637)
H (1.497, 0.773, 2.230)
H (0.051, 1.629, 1.690)

Gap between HOMO and LUMO (alpha / beta): 0.267 / 0.267 Eh
HOMO (alpha / beta): -0.239 / -0.239 Ha
SMILES: C=C(O)NC(C)=C(C)C
Lowest unoccupied orbital energy (alpha / beta): 0.0277 / 0.0277 Ha
Energy above the lowest of the compared OMol25 structures with the same formula, charge and spin: 82.4 kcal per mole
Strongest force on any atom: 3.3 eV/A

These are the Löwdin partial charges, in e, on atoms 1 to 8: atom 1 (C): 0.02, atom 2 (C): -0.45, atom 3 (O): 0.02, atom 4 (N): 0.12, atom 5 (C): -0.31, atom 6 (C): -0.02, atom 7 (C): -0.33, atom 8 (C): -0.07

Entry 3:
# C7H13NO2

An isolated molecule of C7H13NO2 (ωB97M-V with the def2-TZVPD basis set, the Open Molecules 2025 dataset).

Element x y z (Å)
C (-2.154, -1.501, 0.057)
C (-0.674, -1.227, 0.057)
N (0.165, -2.155, 0.166)
O (1.418, -1.634, 0.153)
C (1.407, -0.105, -0.128)
C (2.165, 0.526, 1.004)
O (1.881, 0.129, -1.346)
C (-0.163, 0.185, -0.150)
C (-0.651, 0.810, -1.441)
C (-0.713, 1.102, 0.993)
H (-2.541, -1.004, -0.751)
H (-2.699, -1.213, 0.917)
H (-2.171, -2.679, -0.019)
H (3.213, 0.189, 1.161)
H (1.486, 0.221, 1.932)
H (2.096, 1.672, 0.821)
H (2.577, -0.454, -1.577)
H (-0.206, 1.847, -1.765)
H (-1.708, 0.915, -1.435)
H (-0.485, 0.273, -2.453)
H (-0.160, 2.160, 0.849)
H (-0.341, 0.774, 1.996)
H (-1.741, 1.171, 0.961)

Gap between HOMO and LUMO: 0.364 Eh
HOMO: -0.335 Ha
SMILES: CC1=NO[C@@](C)(O)C1(C)C
Lowest unoccupied orbital energy: 0.0286 Ha
Energy above the lowest of the compared OMol25 structures with the same formula, charge and spin: 85.5 kcal per mole
Strongest force on any atom: 5.3 eV/A

These are the Löwdin partial charges, in e, on atoms 1 to 8: atom 1 (C): -0.01, atom 2 (C): -0.32, atom 3 (N): 0.10, atom 4 (O): -0.08, atom 5 (C): -0.52, atom 6 (C): 0.00, atom 7 (O): 0.07, atom 8 (C): -0.39

Entry 4:
# C7H13NO2

An isolated molecule of C7H13NO2 (ωB97M-V with the def2-TZVPD basis set, the Open Molecules 2025 dataset).

Element x y z (Å)
C (1.910, 1.746, -1.283)
C (1.407, 0.822, -0.440)
C (2.311, 0.144, 0.549)
C (-0.071, 0.461, -0.490)
O (-0.265, -0.440, -1.590)
C (-0.721, -0.132, 0.782)
C (-0.470, -1.627, 1.008)
C (-2.223, 0.109, 0.728)
N (-2.888, -0.479, -0.307)
O (-2.823, 0.773, 1.564)
H (1.286, 2.253, -2.014)
H (2.963, 2.014, -1.273)
H (1.971, 0.325, 1.574)
H (3.339, 0.518, 0.488)
H (2.349, -0.932, 0.362)
H (-0.620, 1.378, -0.750)
H (0.384, -0.199, -2.274)
H (-0.369, 0.421, 1.663)
H (0.548, -1.814, 1.359)
H (-0.625, -2.219, 0.100)
H (-1.151, -2.026, 1.769)
H (-3.872, -0.274, -0.412)
H (-2.370, -0.824, -1.111)

Gap between HOMO and LUMO: 0.374 Eh
HOMO: -0.350 Ha
SMILES: C=C(C)[C@@H](O)[C@H](C)C(N)=O
Lowest unoccupied orbital energy: 0.0242 Ha
Energy above the lowest of the compared OMol25 structures with the same formula, charge and spin: 23.2 kcal per mole
Strongest force on any atom: 1.1 eV/A

These are the Löwdin partial charges, in e, on atoms 1 to 8: atom 1 (C): 0.06, atom 2 (C): -0.29, atom 3 (C): -0.06, atom 4 (C): -0.31, atom 5 (O): -0.05, atom 6 (C): -0.23, atom 7 (C): -0.05, atom 8 (C): -0.53

Entry 5:
# C7H13NO2

An isolated molecule of C7H13NO2 (ωB97M-V with the def2-TZVPD basis set, the Open Molecules 2025 dataset).

Element x y z (Å)
C (-1.180, 1.967, -0.924)
C (0.179, 1.345, -0.723)
C (0.467, 0.261, -1.752)
O (-0.119, -0.933, -1.224)
C (0.066, -0.991, 0.161)
C (-1.179, -1.341, 0.915)
C (1.193, -2.018, 0.447)
N (0.292, 0.506, 0.524)
C (0.615, 0.976, 1.712)
O (0.715, 2.156, 2.071)
H (-1.991, 1.353, -0.503)
H (-1.275, 2.201, -1.993)
H (-1.446, 2.899, -0.500)
H (0.996, 2.024, -0.495)
H (0.060, 0.520, -2.717)
H (1.546, 0.112, -1.858)
H (-2.047, -0.903, 0.519)
H (-1.002, -1.059, 1.876)
H (-1.233, -2.433, 0.853)
H (2.094, -1.514, 0.322)
H (1.142, -2.671, -0.357)
H (1.294, -2.622, 1.267)
H (0.814, 0.165, 2.379)

Gap between HOMO and LUMO: 0.376 Eh
HOMO: -0.347 Ha
SMILES: C[C@@H]1COC(C)(C)N1C=O
Lowest unoccupied orbital energy: 0.0286 Ha
Energy above the lowest of the compared OMol25 structures with the same formula, charge and spin: 49.3 kcal per mole
Strongest force on any atom: 3.6 eV/A

These are the Löwdin partial charges, in e, on atoms 1 to 8: atom 1 (C): -0.03, atom 2 (C): -0.25, atom 3 (C): -0.12, atom 4 (O): -0.05, atom 5 (C): -0.48, atom 6 (C): 0.01, atom 7 (C): 0.03, atom 8 (N): 0.03

Entry 6:
# C7H13NO2

An isolated molecule of C7H13NO2 (ωB97M-V with the def2-TZVPD basis set, the Open Molecules 2025 dataset).

Element x y z (Å)
C (2.312, 0.171, -0.848)
C (0.916, -0.042, -1.393)
C (-0.307, 0.907, -0.664)
N (0.237, 2.126, -0.616)
O (0.718, -0.541, -2.471)
H (-0.013, 2.632, 0.234)
H (-1.111, 0.660, -1.365)
H (2.822, 0.914, -1.460)
H (2.853, -0.774, -0.929)
H (2.306, 0.528, 0.180)
C (-0.322, 0.795, 1.972)
C (-0.974, -2.071, -0.511)
C (-0.852, 0.157, 0.700)
C (-0.238, -1.091, 0.307)
O (-2.269, 0.071, 0.704)
H (-2.630, 0.966, 0.717)
H (0.709, -1.354, 0.759)
H (0.766, 0.857, 1.961)
H (-0.715, 1.808, 2.086)
H (-0.643, 0.208, 2.833)
H (-1.856, -2.428, 0.032)
H (-1.361, -1.589, -1.420)
H (-0.349, -2.910, -0.809)

Gap between HOMO and LUMO (alpha / beta): 0.303 / 0.258 Eh
HOMO (alpha / beta): -0.314 / -0.285 Ha
Lowest unoccupied orbital energy (alpha / beta): -0.0110 / -0.0272 Ha
Energy above the lowest of the compared OMol25 structures with the same formula, charge and spin: 120.4 kcal per mole
Strongest force on any atom: 1.2 eV/A

These are the Löwdin partial charges, in e, on atoms 1 to 8: atom 1 (C): -0.03, atom 2 (C): -0.42, atom 3 (C): -0.31, atom 4 (N): 0.13, atom 5 (O): 0.07, atom 6 (H): 0.04, atom 7 (H): 0.16, atom 8 (H): 0.09

Entry 7:
# C7H13NO3

A cluster of 2 separate species, C7H13NO3 in total (ωB97M-V with the def2-TZVPD basis set, the Open Molecules 2025 dataset).

Element x y z (Å)
C (3.675, 0.025, -0.368)
C (0.089, -1.220, 1.735)
C (-0.292, 0.191, -1.585)
C (0.152, 1.500, 0.644)
C (-2.157, 0.904, -0.058)
C (-0.573, -0.924, 0.583)
C (-0.619, 0.416, -0.174)
N (-1.245, -1.934, -0.101)
O (4.361, -1.034, -0.431)
O (-2.263, -1.828, -1.026)
O (3.916, 1.200, 0.067)
H (0.916, -0.538, 2.078)
H (0.137, -2.363, 2.098)
H (2.595, -0.239, -0.570)
H (-1.086, -0.679, -2.002)
H (-0.581, 1.191, -2.107)
H (0.732, -0.235, -1.799)
H (1.250, 1.228, 0.585)
H (-0.294, 1.490, 1.572)
H (0.208, 2.557, 0.284)
H (-2.226, 1.334, 0.982)
H (-2.453, 1.641, -0.785)
H (-2.826, 0.054, -0.221)
H (-1.415, -2.736, 0.598)

Gap between HOMO and LUMO (alpha / beta): 0.201 / 0.201 Eh
HOMO (alpha / beta): 0.024 / 0.024 Ha
Charge: -2
Lowest unoccupied orbital energy (alpha / beta): 0.2251 / 0.2251 Ha
Energy above the lowest of the compared OMol25 structures with the same formula, charge and spin: 0.0 kcal per mole
Strongest force on any atom: 4.4 eV/A

These are the Löwdin partial charges, in e, on atoms 1 to 8: atom 1 (C): -0.66, atom 2 (C): -0.07, atom 3 (C): -0.11, atom 4 (C): -0.08, atom 5 (C): -0.06, atom 6 (C): -0.38, atom 7 (C): -0.55, atom 8 (N): -0.19

Entry 8:
# C7H13NO5S2

An isolated molecule of C7H13NO5S2 (ωB97M-V with the def2-TZVPD basis set, the Open Molecules 2025 dataset).

Element x y z (Å)
C (1.179, 2.519, -0.241)
C (2.125, 1.529, 0.276)
S (2.051, -0.107, -0.659)
N (0.433, -0.303, -0.164)
O (-0.109, 0.106, 1.079)
C (-1.268, -0.677, 1.293)
C (-1.834, -0.862, -0.129)
C (-2.641, 0.410, -0.490)
C (-2.621, -2.035, -0.281)
C (-0.532, -0.796, -0.969)
O (-0.311, -1.155, -2.113)
S (4.247, -1.220, 0.060)
O (4.831, -0.697, 1.275)
O (2.525, -1.136, 0.428)
O (3.835, -0.115, -1.050)
H (0.251, 2.448, 0.375)
H (1.553, 3.544, 0.012)
H (0.984, 2.381, -1.225)
H (1.993, 1.101, 1.381)
H (3.185, 1.793, 0.237)
H (-1.922, -0.195, 2.025)
H (-1.016, -1.633, 1.662)
H (-3.566, 0.357, 0.043)
H (-2.938, 0.362, -1.493)
H (-2.070, 1.292, -0.215)
H (-1.935, -2.863, -0.555)
H (-3.223, -1.790, -1.099)
H (-3.205, -2.256, 0.537)

Gap between HOMO and LUMO: 0.367 Eh
HOMO: -0.347 Ha
SMILES: CCS12(N3OCC(C)(C)C3=O)=S(=O)(O1)O2
Lowest unoccupied orbital energy: 0.0199 Ha
Energy above the lowest of the compared OMol25 structures with the same formula, charge and spin: 0.0 kcal per mole
Strongest force on any atom: 4.9 eV/A

These are the Löwdin partial charges, in e, on atoms 1 to 8: atom 1 (C): -0.13, atom 2 (C): -0.30, atom 3 (S): 1.05, atom 4 (N): -0.23, atom 5 (O): -0.10, atom 6 (C): -0.10, atom 7 (C): -0.46, atom 8 (C): 0.00